Entry 1:
ORCA calculation (ωB97M-V/def2-TZVPD) on the molecule C18H19ClN4O7S in a non-equilibrium geometry.

Its net charge is 0. The value obtained for the HOMO-LUMO gap is 0.3084 hartree. The value obtained for the total energy is -2301.306114 Eh. Its largest force on an atom is 0.0275 hartree/bohr. Its LUMO energy is -0.0234 Eh. As for the spin multiplicity: 1.

The geometry in XYZ format:
```
50
Properties=species:S:1:pos:R:3:nbo_charge:R:1
H 4.09033 -3.88178 0.00826 0.24
C 1.15948 -1.41145 -2.49918 -0.22
C -2.65249 2.53628 0.51398 0.27
Cl 0.28346 1.00415 -3.32178 0.04
C -6.12100 0.19959 1.28875 -0.64
H -2.14534 2.25390 2.59317 0.24
C -3.97015 1.27731 2.06898 -0.20
N 3.29439 -2.84385 1.58986 -0.68
H -4.13483 0.88519 3.06039 0.23
H 5.75538 -1.99079 -0.58241 0.20
N -3.39685 2.47018 -1.84382 0.52
C 0.51634 0.15261 -0.76053 0.20
H 0.68660 -0.61508 1.24217 0.27
C -2.85338 2.04465 1.80709 -0.23
O -4.35819 2.72688 -2.51715 -0.32
C 0.25163 2.04179 0.77353 0.66
H -5.85728 -0.80413 1.61733 0.23
C -4.88880 1.00437 1.04964 0.21
C 4.83081 -1.82678 -0.02632 -0.09
H -6.72806 0.66001 2.06581 0.22
C 3.97370 -0.48034 1.67660 -0.09
N 0.02789 1.40817 -0.40456 -0.65
O 5.10661 -0.79261 0.89124 -0.53
C 1.32600 -2.03562 -0.20359 -0.32
O 0.92723 1.62551 1.68606 -0.60
O -2.24750 2.42608 -2.24152 -0.40
C -3.59947 2.14644 -0.44284 0.20
O 0.88766 -3.03221 2.18058 -0.94
C 4.40398 -3.10481 0.70394 -0.26
C 1.49288 -2.35139 -1.53740 -0.19
H 1.86152 -3.32801 -1.80554 0.25
O -1.67319 3.38498 0.12307 -0.48
N -4.67531 1.43511 -0.18042 -0.37
C -0.46216 3.39939 0.84530 -0.16
H 1.27175 -1.63486 -3.54808 0.24
H -6.69557 0.13746 0.37011 0.24
H 0.15600 4.15640 0.35431 0.23
H 4.23900 -1.97927 3.20869 0.20
H 2.53950 -1.50757 2.95615 0.24
H 4.28924 0.30781 2.36114 0.20
C 3.48769 -1.70544 2.45917 -0.26
C 0.83171 -0.81062 0.19303 -0.24
H 3.16954 -0.09514 1.03402 0.17
O 1.85571 -4.51423 0.45120 -0.94
H 4.03772 -1.50846 -0.72190 0.17
H -0.59498 3.68621 1.89355 0.20
S 1.77169 -3.22585 1.07133 2.34
H 5.24200 -3.47378 1.30592 0.21
C 0.68396 -0.16690 -2.11576 -0.06
H -0.47137 1.90723 -1.14274 0.45
```

=====

Entry 2:
ORCA calculation (ωB97M-V/def2-TZVPD) on a structure of composition C18H19ClOPPm in a non-equilibrium geometry.

Its net charge is +2. The value obtained for the HOMO-LUMO gap (alpha / beta) is 0.2533 / 0.2646 hartree. The value obtained for the total energy is -2181.838976 Eh. Its largest force on an atom is 0.0643 hartree/bohr. Its LUMO energy (alpha / beta) is -0.2948 / -0.2802 Eh. As for the spin multiplicity: 5.

The geometry in XYZ format:
```
41
Properties=species:S:1:pos:R:3:mulliken_spin:R:1
H 3.38107 0.32406 -3.35133 0.00
C 1.58696 -0.61623 -0.61429 0.00
C -1.37592 -1.66358 -1.81852 0.00
H 1.51937 1.90444 1.93176 0.00
Cl -0.10399 1.32999 4.35294 -0.03
H -4.63725 -2.69971 -2.13000 0.00
C 3.15087 -0.07805 -2.37326 0.00
H -2.40034 -2.95961 -3.17141 0.00
H 2.36491 -1.66761 1.17746 0.00
H 0.60566 -2.42458 4.46625 0.00
C -2.50649 -2.28790 -2.33783 0.00
C 3.92012 -1.11410 -0.34652 0.00
H 1.06139 0.46393 -2.43605 0.00
C 2.60950 -1.17775 0.17913 0.00
C 0.39837 3.67157 1.46911 0.01
C -0.13402 1.54065 0.38576 0.00
C -1.27493 3.56536 -0.28264 0.00
H -4.82566 -1.22091 -0.11860 0.00
P -0.02327 -0.27668 0.05475 -0.05
H 4.73081 -1.46160 0.29376 0.00
H -0.22914 -2.42210 0.61601 0.00
H 5.25105 -0.55040 -2.00267 0.00
C -1.52520 -0.84345 -0.68261 0.00
Pm 0.78547 -0.31473 2.65574 4.11
C 1.84812 -0.05797 -1.88383 0.00
H 0.91697 4.19952 2.28378 0.00
H -2.84120 0.02415 0.78180 0.00
H 0.56466 -2.33187 0.67323 0.00
C 4.21290 -0.59393 -1.61894 0.00
C -3.76573 -2.14163 -1.75650 -0.01
H -2.01789 4.06932 -0.89336 0.00
C -2.78785 -0.61349 -0.10588 -0.01
O -0.15016 -2.33511 3.86348 0.00
H -0.63201 5.41796 0.70448 0.00
H -1.72378 1.64167 -1.11865 0.00
C -0.51609 4.32385 0.62990 -0.01
C -3.87652 -1.30570 -0.63851 0.00
H -0.72733 -1.86407 4.45382 0.00
H -0.38387 -1.93858 -2.19969 0.00
C 0.64793 2.29039 1.32026 -0.01
C -1.09750 2.19448 -0.41232 0.00
```

=====

Entry 3:
ORCA calculation (ωB97M-V/def2-TZVPD) on a cluster of 3 separate species, C18H19F16N4O2 in total in a non-equilibrium geometry.

Its net charge is +1. The value obtained for the HOMO-LUMO gap is 0.3475 hartree. The value obtained for the total energy is -2664.258976 Eh. Its largest force on an atom is 0.1096 hartree/bohr. Its LUMO energy is -0.1257 Eh. As for the spin multiplicity: 1.

The geometry in XYZ format:
```
59
Properties=species:S:1:pos:R:3:nbo_charge:R:1
H 1.66130 -0.36778 -4.14101 0.28
F -3.85945 0.38958 -4.02677 -0.33
F 4.24326 -2.75552 6.71460 -0.32
N 0.80594 1.45306 -2.01524 -0.30
H -5.30878 5.37406 -1.71841 0.15
N 2.81026 1.46176 0.15484 -0.82
H 0.86017 -0.98679 -0.44815 0.23
H -1.17039 2.01295 0.36116 0.25
C -1.29808 1.84942 -0.76189 -0.68
N 1.92832 0.63392 -2.14671 -0.17
C 2.25793 -0.22358 -3.19980 0.20
C -5.71948 4.50657 -3.67025 0.85
F -6.11347 3.56984 -1.51612 -0.32
F -4.26189 1.67025 -2.31621 -0.32
F -6.67060 3.81303 -4.32274 -0.31
H -0.63986 -1.26233 -1.52372 0.26
C 2.97773 -4.54651 5.78712 0.84
C 3.85055 -0.32907 -1.54276 0.09
C -0.15675 -0.58061 -0.76592 -0.73
H 2.99845 -3.82044 7.83724 0.16
C -6.05720 4.73714 -2.19562 0.50
F 2.40431 -5.72019 6.13103 -0.31
H 1.00619 -2.97560 3.72907 0.23
F 2.76122 -1.18927 4.97847 -0.30
H 4.33746 -2.55636 2.40245 0.13
H -6.42584 0.50793 -4.54990 0.15
C -4.68626 1.37870 -3.57100 0.60
F -7.26946 5.32397 -2.06928 -0.31
F 2.17375 -1.15758 2.88565 -0.34
H 3.02882 0.80449 0.91709 0.41
C 4.27982 -2.05346 3.37256 0.52
F 3.81826 -4.82636 4.77117 -0.32
F 4.69990 -4.76420 7.40568 -0.31
F -5.62842 5.69900 -4.29993 -0.31
F 4.86812 -0.83412 3.24192 -0.33
C -0.10979 0.92165 -1.25098 0.40
C -4.45899 2.60470 -4.47751 -0.14
C 2.86621 0.68429 -1.05040 0.32
C 2.03749 -3.21103 4.00435 -0.14
F 5.02791 -2.73895 4.25498 -0.31
H 3.98333 -1.54361 -3.34135 0.47
N 3.47806 -0.83426 -2.80323 -0.48
C 3.69213 -3.95529 7.00426 0.50
O 1.93210 -3.72419 5.32986 -0.50
H -2.26347 1.26734 -0.92498 0.25
O -4.47031 3.88224 -3.84067 -0.51
C 5.07260 -0.68204 -0.65928 -0.09
F -6.99924 1.71367 -3.07769 -0.31
F -6.17657 -0.25954 -2.73398 -0.32
C 2.83142 -1.90073 3.83257 0.60
H -5.09120 2.58670 -5.36809 0.22
C -6.10890 0.82216 -3.55155 0.52
C 5.67129 -1.16042 0.30028 -0.14
H -3.43985 2.50984 -4.86117 0.22
H -1.31834 2.84297 -1.31599 0.26
H -0.78289 -0.58910 0.18717 0.26
H 2.34408 -3.98048 3.29159 0.21
H 6.28809 -1.72145 1.05804 0.28
H 3.48893 2.22968 0.10513 0.41
```

=====

Entry 4:
ORCA calculation (ωB97M-V/def2-TZVPD) on a structure of composition C18H19IN5O2PdS.

Its net charge is +1. The value obtained for the HOMO-LUMO gap is 0.2711 hartree. The value obtained for the total energy is -1945.156953 Eh. Its largest force on an atom is 0.0044 hartree/bohr. Its LUMO energy is -0.1370 Eh. As for the spin multiplicity: 1.

The geometry in XYZ format:
```
47
Properties=species:S:1:pos:R:3:nbo_charge:R:1
H -4.67192 2.18391 1.31201 0.22
C -1.17336 3.98548 0.17689 0.28
H 3.15977 4.74945 -1.36270 0.22
H 3.68204 6.43731 -1.38260 0.23
N 0.94905 4.05047 0.92527 -0.30
H -0.72110 -2.04595 3.23999 0.23
C 0.94236 5.13585 0.24594 0.09
H -5.92116 1.13584 0.60971 0.25
H 1.81976 7.06410 0.14869 0.23
N -0.25971 3.38128 0.91188 -0.41
H -2.67479 2.68335 0.47224 0.45
C 0.98570 -1.45134 4.80146 -0.23
C -2.28494 -1.02211 2.24130 -0.24
C -3.07521 -2.20726 2.26861 -0.02
C 3.29075 -1.04732 5.37182 -0.19
H -4.97695 -3.02522 1.75560 0.20
C -0.99271 -1.07106 2.85796 0.19
C -2.58064 -3.50289 2.86242 -0.10
I 2.15952 2.01728 2.55741 0.50
C 2.13102 6.02164 0.06450 -0.45
C 2.81936 5.78136 -1.28099 -0.60
H -3.09608 4.10184 -0.46933 0.42
C 1.01193 -0.42565 3.85420 0.18
C 3.31708 0.01290 4.48414 -0.21
C -4.85142 1.31300 0.68054 -0.66
S -0.58680 5.45312 -0.52379 0.40
H 2.81246 5.81885 0.89055 0.24
H -2.38477 -3.38628 3.93073 0.19
H -1.51456 -4.22459 1.38478 0.48
C 2.11372 -1.76208 5.53952 -0.18
C -2.83556 0.14090 1.68738 0.44
H 4.21389 0.60755 4.37022 0.23
H -3.36545 -4.25595 2.76750 0.20
H 0.07930 -2.00540 4.99811 0.23
H -4.48281 1.52079 -0.32865 0.22
N -2.39934 3.51729 -0.04387 -0.78
O -1.35726 -3.95850 2.29700 -0.72
H 2.06296 -2.56376 6.26323 0.24
N -0.12902 -0.12113 3.02669 -0.50
N -4.89042 -1.02035 1.26400 -0.36
C -4.19302 0.08414 1.23055 0.16
C 2.18123 0.31773 3.75182 -0.24
O -2.19803 1.27512 1.54878 -0.77
Pd -0.27860 1.60737 2.00224 0.80
H 2.14440 5.98284 -2.11349 0.21
H 4.17188 -1.29351 5.94741 0.24
C -4.34167 -2.14774 1.75973 -0.01
```

=====

Entry 5:
ORCA calculation (ωB97M-V/def2-TZVPD) on a structure of composition C18H19InNO10 in a non-equilibrium geometry.

Its net charge is -1. The value obtained for the HOMO-LUMO gap is 0.0535 hartree. The value obtained for the total energy is -1694.337855 Eh. Its largest force on an atom is 0.1243 hartree/bohr. Its LUMO energy is -0.1003 Eh. As for the spin multiplicity: 1.

The geometry in XYZ format:
```
49
Properties=species:S:1:pos:R:3:nbo_charge:R:1
H -1.94075 -0.05449 -6.03170 0.23
H -3.96496 0.18899 -0.46485 0.16
C 1.12878 -2.90232 1.88974 -0.08
O -0.98080 -4.49214 -5.32725 -0.55
C 1.68709 -3.26897 4.26739 -0.24
C -0.35175 -3.00240 -3.81849 -0.27
C -0.83210 -3.24957 -5.10160 0.35
H 0.52338 -2.17135 -0.18964 0.24
H 2.70056 -3.32434 4.66478 0.19
C -3.13996 0.28546 -1.17067 -0.25
C 1.77101 5.02331 3.50095 0.34
H -0.88496 0.49058 1.85876 0.24
In 0.61713 1.48235 -1.32466 0.89
H 0.88218 -3.03488 4.96410 0.18
O 1.96156 5.25409 4.79412 -0.57
H 2.10353 -1.75212 0.35851 0.20
H 1.52479 6.76170 0.47651 0.23
O 0.26854 -1.25155 -2.34058 -0.65
H 1.35418 -4.26890 3.98914 0.16
O 2.14026 7.35123 2.77054 -0.54
H 1.70656 3.01028 3.91005 0.23
H -0.06263 -3.76764 -3.11335 0.23
C 1.49332 3.73491 3.13813 -0.32
O -1.59671 -2.26237 -7.27950 -0.54
H -3.46525 1.18675 -1.69024 0.21
O 1.78772 -2.46985 3.08949 -0.57
H 0.08054 -3.09689 2.11655 0.15
C 1.45743 5.94295 1.17760 -0.29
C 1.76752 6.15185 2.51835 0.37
H -2.81443 -1.23015 0.78739 0.18
O -1.04574 0.54245 -3.81552 -0.59
N 0.58710 -0.54316 1.02241 -0.63
H -3.13091 -0.57987 -1.83340 0.17
H -1.52853 -1.71485 -0.20629 0.18
O 0.90042 2.22370 1.45705 -0.64
H 1.56534 -3.86672 1.63005 0.17
H 1.20223 -0.29711 1.78475 0.38
C -0.78820 -0.53260 1.49566 -0.27
C 1.21505 3.35791 1.79048 0.43
C 1.20817 4.65701 0.71124 0.39
H -0.73367 -1.13436 2.40286 0.18
C -1.61144 -0.94056 -5.50936 -0.31
C -0.36312 -1.62534 -3.35722 0.39
C 1.08192 -1.90329 0.70717 -0.27
O -1.98204 0.34147 -0.37938 -0.56
C -1.13592 -0.57227 -4.23666 0.39
C -1.41276 -2.18545 -6.04359 0.38
O 0.90812 4.38289 -0.44456 -0.61
C -1.85783 -0.87440 0.40471 -0.08
```